A structure of composition C41H86IN7O11P at a distorted geometry. Source: the Open Molecules 2025 dataset; level of theory: the ωB97M-V functional and the def2-TZVPD basis.

Computed properties:
- 2S+1 = 1
- strongest force on any atom (hartree/bohr) = 0.1225
- LUMO energy (eV) = 1.8
- total charge = -1

Element x y z (Å)
1 C -5.14032 -0.45232 1.51470
2 C -3.80514 -0.22052 1.71006
3 C -2.93299 -0.14117 0.48561
4 C -1.71648 0.87745 0.43587
5 I -2.73582 2.54046 1.54055
6 O -1.60945 1.07623 -0.90632
7 P -0.05226 0.78141 -1.66522
8 C 0.01605 2.72500 -1.72271
9 C 0.32839 3.60705 -0.47617
10 C 1.80650 3.89673 -0.13350
11 C 2.44246 4.86298 -1.12809
12 O 3.84294 5.13425 -0.76175
13 C 4.03666 6.42270 -0.43782
14 O 3.69349 6.88236 0.54516
15 O 1.40411 0.67395 -2.56352
16 C 2.63776 1.19936 -2.28300
17 C 3.53444 0.56595 -1.18215
18 C 4.72760 -0.20606 -1.80244
19 C -0.87736 0.60564 -3.41153
20 C -0.87706 1.93088 -4.24396
21 C -0.11981 -0.31983 -4.37883
22 C -1.08106 -0.92782 -5.46547
23 N -0.14789 -1.06118 -1.49952
24 C -1.36490 -1.75879 -1.83520
25 C 0.91901 -1.89390 -1.42774
26 C 0.84452 -3.19116 -0.54303
27 O 1.88535 -1.95302 -2.08533
28 O 0.64051 0.70706 -0.06579
29 C -0.27118 0.47392 0.98349
30 C -0.34795 -0.98222 1.50327
31 N -1.09067 -1.15822 2.74796
32 C 0.34493 1.26679 2.15845
33 C 1.42743 0.61553 3.03394
34 C 2.82240 0.51119 2.36870
35 C 3.86219 0.93629 3.43643
36 C 3.17908 -0.95736 2.05436
37 H -5.80934 0.27097 1.07413
38 H -5.48700 -1.44390 1.78330
39 H -3.47424 -0.19913 2.73896
40 H -3.60623 0.20559 -0.29790
41 H -2.70831 -1.17607 0.24488
42 H -1.01691 3.00509 -1.88994
43 H 0.67087 3.14084 -2.48455
44 H -0.05912 4.60046 -0.75869
45 H -0.20991 3.39131 0.43567
46 H 1.80960 4.43781 0.81885
47 H 2.39963 3.00533 0.03103
48 H 2.40567 4.47466 -2.13995
49 H 1.93207 5.82442 -1.10569
50 H 4.51511 7.03132 -1.21101
51 H 3.24259 1.01823 -3.18666
52 H 2.75398 2.28620 -2.19106
53 H 4.00020 1.31713 -0.54727
54 H 2.98943 -0.16634 -0.60304
55 H 5.14735 0.41757 -2.59044
56 H 4.42963 -1.17502 -2.18801
57 H 5.48371 -0.35981 -1.03148
58 H -1.94663 0.40398 -3.35142
59 H -1.22143 1.69559 -5.25585
60 H -1.57628 2.67509 -3.87455
61 H 0.12762 2.31526 -4.38324
62 H 0.63770 0.20808 -4.94573
63 H 0.36604 -1.18048 -3.93098
64 H -1.06747 -0.27926 -6.33708
65 H -0.71315 -1.90177 -5.77927
66 H -2.07818 -1.04044 -5.04927
67 H -1.60997 -2.58095 -1.14897
68 H -1.24436 -2.26356 -2.80475
69 H -2.27751 -1.18943 -1.91501
70 H -0.12442 -3.37873 -0.08043
71 H 1.01369 -4.04021 -1.20103
72 H 1.64636 -3.21399 0.18767
73 H -0.82444 -1.63443 0.77855
74 H 0.63890 -1.42815 1.59024
75 H -0.57860 -1.66003 3.44900
76 H -1.48306 -0.31639 3.13044
77 H -0.45018 1.55772 2.85045
78 H 0.79330 2.20921 1.86872
79 H 1.59221 1.34020 3.83682
80 H 1.14925 -0.29487 3.55506
81 H 2.91627 1.13823 1.49155
82 H 4.87488 0.71104 3.11312
83 H 3.71906 1.95632 3.78187
84 H 3.67900 0.27730 4.29064
85 H 2.61332 -1.22341 1.16279
86 H 4.22828 -1.04392 1.77987
87 H 2.94559 -1.60375 2.89475
88 C -2.23756 -7.39246 -1.69452
89 C -2.76983 -5.99951 -1.93003
90 O -3.03509 -5.58421 -3.05197
91 N -2.94941 -5.20298 -0.84860
92 C -2.69712 -5.50974 0.54773
93 H -2.15058 -7.90107 -2.65134
94 H -1.25866 -7.34713 -1.23577
95 H -2.91824 -7.95837 -1.06004
96 H -3.30349 -4.28743 -1.07788
97 H -3.62793 -5.39877 1.10849
98 H -1.96606 -4.79833 0.94061
99 H -2.31878 -6.51720 0.67497
100 C 3.23335 10.26250 5.25204
101 C 2.67043 8.87990 5.01427
102 O 2.03741 8.28431 5.87801
103 N 2.88913 8.31391 3.79525
104 C 3.59790 8.86652 2.66787
105 H 2.97868 10.57834 6.25896
106 H 4.31950 10.25222 5.15510
107 H 2.80450 10.97381 4.54538
108 H 2.49469 7.39879 3.69594
109 H 2.91781 8.91829 1.82028
110 H 4.42389 8.20871 2.41185
111 H 3.98097 9.85923 2.88276
112 C 1.15026 -7.25492 1.56136
113 C 0.27781 -8.39763 1.10360
114 O -0.85452 -8.21832 0.68015
115 N 0.79036 -9.65254 1.17303
116 C 2.10219 -10.06153 1.64140
117 H 0.60478 -6.32318 1.44440
118 H 1.41112 -7.37484 2.61356
119 H 2.05666 -7.20325 0.95724
120 H 0.15432 -10.36415 0.85136
121 H 2.62277 -10.57943 0.83416
122 H 1.98199 -10.75034 2.47948
123 H 2.69593 -9.21284 1.96059
124 C -4.56798 -7.15891 -7.47646
125 C -5.09670 -5.76757 -7.73239
126 O -5.35776 -5.37152 -8.86017
127 N -5.27485 -4.96204 -6.66020
128 C -5.02067 -5.26088 -5.25513
129 H -4.47863 -7.68175 -8.42383
130 H -3.58319 -7.11038 -7.01091
131 H -5.25415 -7.71385 -6.83579
132 H -5.62765 -4.04975 -6.89892
133 H -5.95468 -5.14566 -4.70064
134 H -4.29334 -4.55123 -4.87053
135 H -4.64279 -6.26483 -5.11368
136 C -0.12877 6.61596 4.72853
137 C -1.48818 6.05085 4.47637
138 O -1.68589 5.30868 3.55227
139 N -2.50082 6.39709 5.32456
140 C -2.44502 7.27070 6.48128
141 H 0.53879 6.23671 3.96809
142 H -0.15109 7.70661 4.66774
143 H 0.24536 6.30449 5.70828
144 H -3.38321 5.97411 5.08701
145 H -2.75076 6.71023 7.36720
146 H -3.13966 8.10092 6.33571
147 H -1.44761 7.66512 6.63736

Mulliken population analysis, charges in e, atoms 1 to 8: number 1, C, carries -1.057; number 2, C, carries -0.368; number 3, C, carries 0.261; number 4, C, carries -0.910; number 5, I, carries -0.094; number 6, O, carries -0.238; number 7, P, carries 1.285; number 8, C, carries -1.429